## 1
Computed, not measured: 2 unconnected molecules or ions with the total composition C4H13NO3, with ωB97M-V with the def2-TZVPD basis set.

```
! wB97M-V def2-TZVPD RIJCOSX def2/J DEFGRID3
* xyz 0 1
C 0.001 -1.333 -1.367
C -1.129 -0.352 -0.781
O -1.992 -1.177 0.043
C -0.718 0.866 0.015
N -1.924 1.677 0.294
C 0.042 0.485 1.285
O 1.407 0.892 1.080
H -0.131 -2.481 -0.968
H -0.028 -1.397 -2.401
H 0.859 -1.046 -1.013
H -1.890 -0.127 -1.573
H -1.940 -1.033 0.945
H -0.011 1.568 -0.621
H -2.800 1.403 0.020
H -1.753 2.640 0.353
H 0.092 -0.551 1.544
H -0.523 1.023 2.134
H 1.510 1.674 1.587
O 3.897 -1.210 -0.348
H 3.447 -1.153 0.574
H 3.583 -0.370 -0.800
*
```

frontier orbital gap: 9.822 eV
SMILES string: C[C@@H](O)[C@@H](N)CO.O
highest occupied orbital energy: -9.24 eV
lowest unoccupied orbital energy: 0.6 eV

***

## 2
Computed, not measured: 3 unconnected molecules or ions with the total composition C4H13NO3, with ωB97M-V with the def2-TZVPD basis set.

```
! wB97M-V def2-TZVPD RIJCOSX def2/J DEFGRID3
* xyz 0 1
N -1.800 -0.147 2.057
C -1.807 0.667 0.851
C -1.867 -0.286 -0.344
O -0.763 -1.155 -0.332
H -2.720 -0.540 2.229
H -1.530 0.398 2.867
H -2.639 1.386 0.794
H -0.865 1.219 0.815
H -2.801 -0.868 -0.297
H -1.849 0.266 -1.287
H -0.574 -1.315 0.605
C 2.244 -0.851 0.810
O 1.412 -0.434 1.557
H 3.255 -0.415 0.738
H 2.059 -1.714 0.145
C 1.460 0.895 -1.810
O 2.519 0.216 -2.449
H 1.803 1.383 -0.891
H 1.117 1.667 -2.505
H 0.636 0.217 -1.581
H 2.709 -0.590 -1.971
*
```

frontier orbital gap: 10.217 eV
SMILES string: NCCO.C=O.CO
highest occupied orbital energy: -9.52 eV
lowest unoccupied orbital energy: 0.7 eV

***

Question: of the structures shown, which is the least stable? Reply: 1.